(1)
The following is a quantum chemistry calculation of a 7-piece molecular cluster, C41H75BN2O13S6 overall in a non-equilibrium geometry, from OMol25.

Positions of all 138 atoms, in Å:
C -4.12 -8.79 2.90
C -2.63 -8.69 2.22
C -2.37 -7.09 1.86
C -1.26 -6.52 2.93
C 0.20 -7.13 2.50
C 0.84 -6.06 1.38
C 1.60 -4.90 2.25
C 1.28 -3.35 1.72
C 2.51 -2.43 2.29
C 2.36 -0.82 2.02
C 1.87 -0.41 0.51
C 2.76 -0.81 -0.82
C 4.20 -1.64 -0.76
C 4.03 -3.08 -1.55
N 4.29 -4.28 -0.65
C 2.27 -0.35 -2.33
C 0.87 0.47 -2.57
C -0.06 0.89 -1.28
B -1.47 1.71 -1.52
O -1.38 2.92 -2.42
O -2.77 1.31 -0.90
C 0.47 0.46 0.24
O -0.42 0.94 1.35
C 0.25 2.21 1.76
O 1.43 2.24 2.43
C -0.38 3.72 1.42
C 0.25 4.60 0.18
C -0.38 6.09 -0.08
C -1.58 6.79 0.83
C -2.21 5.89 2.04
C -1.58 4.38 2.31
C 0.70 0.70 -4.18
O -0.23 1.42 -4.87
N 1.89 -0.05 -4.73
O 1.81 -0.57 -5.96
C 2.90 0.01 -6.81
C 3.90 -1.17 -7.37
C 2.98 -0.57 -3.81
O 4.21 -1.04 -4.04
H -4.83 -7.94 2.49
H -4.01 -8.71 4.07
H -4.53 -9.88 2.67
H -1.81 -9.09 2.98
H -2.62 -9.38 1.26
H -1.87 -7.03 0.78
H -3.36 -6.45 1.87
H -1.56 -6.76 4.05
H -1.22 -5.35 2.85
H 0.12 -8.21 2.05
H 0.91 -7.18 3.46
H 1.65 -6.64 0.77
H -0.05 -5.64 0.74
H 1.32 -4.97 3.39
H 2.77 -5.10 2.14
H 1.25 -3.29 0.53
H 0.27 -3.05 2.23
H 3.52 -2.87 1.89
H 2.51 -2.57 3.47
H 1.64 -0.38 2.85
H 3.42 -0.31 2.17
H 4.59 -1.78 0.34
H 4.95 -0.99 -1.42
H 4.76 -3.07 -2.49
H 2.93 -3.13 -1.98
H 4.63 -5.04 -1.29
H 3.34 -4.58 -0.32
H -2.17 2.86 -3.05
H -2.83 1.67 0.05
H 1.11 4.25 -0.55
H 0.07 6.75 -0.96
H -1.93 7.90 0.58
H -3.06 6.31 2.74
H -2.02 3.74 3.20
H 3.50 0.82 -6.20
H 2.45 0.56 -7.76
H 4.54 -0.81 -8.29
H 3.32 -2.16 -7.70
H 4.69 -1.55 -6.56
C -6.79 5.82 2.81
S -6.12 7.05 3.94
O -4.66 7.21 3.63
C -6.25 6.03 5.43
H -6.77 6.23 1.80
H -6.19 4.91 2.84
H -7.83 5.59 3.09
H -5.68 5.11 5.30
H -7.30 5.80 5.62
H -5.85 6.60 6.28
C 7.41 2.10 -2.12
S 7.16 0.84 -3.39
O 8.46 0.69 -4.14
C 6.06 1.84 -4.42
H 8.11 1.70 -1.37
H 7.83 3.01 -2.56
H 6.46 2.32 -1.63
H 6.56 2.77 -4.72
H 5.15 2.08 -3.86
H 5.80 1.27 -5.31
C -5.19 6.70 -2.75
S -3.46 6.68 -2.22
O -3.18 7.99 -1.54
C -2.75 6.76 -3.88
H -5.82 6.69 -1.87
H -5.39 7.60 -3.33
H -5.39 5.81 -3.36
H -3.10 7.66 -4.39
H -3.03 5.87 -4.45
H -1.66 6.80 -3.79
C 3.77 -7.43 6.57
S 2.54 -6.15 6.24
O 2.25 -6.17 4.77
C 3.63 -4.74 6.56
H 3.32 -8.41 6.39
H 4.63 -7.30 5.90
H 4.10 -7.36 7.61
H 4.49 -4.78 5.89
H 3.96 -4.77 7.60
H 3.07 -3.82 6.38
C 4.13 -2.52 -12.33
S 2.60 -2.10 -11.46
O 2.98 -1.42 -10.18
C 2.15 -3.81 -11.05
H 4.61 -1.59 -12.65
H 4.80 -3.06 -11.66
H 3.90 -3.12 -13.21
H 2.95 -4.27 -10.46
H 1.98 -4.37 -11.97
H 1.23 -3.79 -10.46
C -8.20 7.79 10.27
S -8.45 6.53 9.00
O -7.16 6.38 8.25
C -9.55 7.53 7.97
H -7.50 7.39 11.02
H -7.78 8.69 9.83
H -9.15 8.01 10.76
H -9.05 8.45 7.67
H -10.46 7.76 8.53
H -9.82 6.95 7.08

Output
- HOMO-LUMO gap: 6.9 eV
- LUMO: -1.331 eV
- Highest occupied orbital energy: -8.269 eV

---

(2)
The following is a quantum chemistry calculation of a 14-piece molecular cluster, C41H78N14O10 overall in a non-equilibrium geometry, from OMol25.

Positions of all 143 atoms, in Å:
C 3.15 -7.15 0.04
C 2.79 -5.77 0.67
C 3.46 -5.44 2.00
C 4.92 -5.35 1.97
N 6.08 -5.30 2.00
H 2.52 -7.38 -0.82
H 3.07 -7.90 0.81
H 4.18 -7.13 -0.33
H 1.72 -5.68 0.85
H 3.03 -4.94 0.01
H 3.14 -6.07 2.83
H 3.20 -4.40 2.20
C -6.24 -1.29 3.37
C -5.29 -1.99 2.36
C -4.84 -1.01 1.22
C -5.98 -0.49 0.48
N -6.89 -0.14 -0.16
H -5.67 -0.58 3.96
H -6.64 -1.97 4.12
H -7.13 -0.85 2.92
H -5.78 -2.88 1.96
H -4.37 -2.32 2.85
H -4.20 -1.58 0.55
H -4.14 -0.26 1.58
C -1.41 -4.52 -4.09
C -0.10 -4.25 -3.30
C -0.24 -4.36 -1.76
C -1.24 -3.44 -1.18
N -1.98 -2.64 -0.76
H -1.84 -5.50 -3.86
H -1.35 -4.37 -5.17
H -2.21 -3.90 -3.69
H 0.35 -3.28 -3.49
H 0.65 -4.92 -3.72
H 0.71 -4.23 -1.25
H -0.59 -5.36 -1.49
C 4.62 -2.71 -0.60
C 5.68 -1.66 -0.92
C 5.19 -0.22 -0.74
C 3.95 0.07 -1.57
N 3.02 0.28 -2.25
H 3.84 -2.80 -1.36
H 4.11 -2.55 0.35
H 5.05 -3.71 -0.53
H 6.07 -1.71 -1.94
H 6.51 -1.79 -0.23
H 5.86 0.58 -1.04
H 4.89 -0.06 0.29
C -1.72 1.33 -3.24
C -2.95 0.64 -3.87
C -2.66 0.09 -5.28
C -1.41 -0.70 -5.32
N -0.45 -1.29 -5.28
H -1.53 2.33 -3.63
H -0.79 0.77 -3.19
H -1.99 1.49 -2.19
H -3.73 1.38 -4.01
H -3.29 -0.18 -3.23
H -2.65 0.86 -6.05
H -3.40 -0.61 -5.68
C 0.14 3.78 -0.89
C 1.07 3.05 -1.84
C 2.45 3.69 -1.95
C 2.32 5.02 -2.60
N 2.20 6.07 -3.09
H 0.45 3.88 0.15
H -0.74 3.13 -0.88
H -0.15 4.75 -1.30
H 0.66 2.94 -2.84
H 1.26 2.06 -1.41
H 3.22 3.16 -2.52
H 2.87 3.85 -0.96
C 2.81 -0.70 3.58
C 1.92 -1.43 4.61
C 2.04 -0.93 6.07
C 2.03 0.54 6.18
N 2.11 1.70 6.25
H 2.98 -1.39 2.75
H 3.74 -0.31 4.00
H 2.26 0.16 3.21
H 2.29 -2.46 4.65
H 0.88 -1.55 4.33
H 2.84 -1.41 6.64
H 1.10 -1.24 6.52
C 2.16 0.25 -7.02
C 2.33 1.11 -5.78
C 1.77 2.53 -5.89
C 2.18 3.27 -7.13
N 2.52 3.88 -8.05
H 2.50 -0.76 -6.79
H 2.83 0.60 -7.81
H 1.16 0.14 -7.45
H 3.38 1.04 -5.52
H 1.75 0.62 -5.00
H 1.98 3.13 -5.00
H 0.69 2.43 -5.93
C -4.63 2.90 -0.64
C -3.87 3.57 0.53
C -3.83 5.09 0.43
C -4.87 5.80 1.15
N -5.73 6.39 1.73
H -4.13 2.99 -1.60
H -5.61 3.37 -0.76
H -4.70 1.83 -0.44
H -2.85 3.19 0.59
H -4.42 3.33 1.43
H -3.85 5.52 -0.57
H -2.86 5.43 0.80
C -1.91 -3.91 2.88
N -0.55 -4.53 2.56
O -0.58 -5.73 2.40
O 0.40 -3.84 2.30
H -2.08 -3.25 2.03
H -1.86 -3.46 3.87
H -2.66 -4.70 2.86
C 3.09 3.38 2.73
N 3.02 4.59 1.86
O 4.01 4.89 1.20
O 2.03 5.22 1.78
H 4.10 2.99 2.86
H 2.41 2.71 2.18
H 2.68 3.73 3.68
C -2.37 1.39 3.95
N -2.24 0.48 5.07
O -1.56 0.73 6.04
O -2.89 -0.59 5.02
H -2.83 2.27 4.40
H -2.91 1.00 3.08
H -1.35 1.62 3.65
C -1.14 6.54 3.12
N -1.24 5.08 3.37
O -0.21 4.41 3.44
O -2.37 4.59 3.35
H -0.07 6.64 2.90
H -1.41 7.03 4.05
H -1.74 6.86 2.27
C 0.23 -0.32 0.32
N -0.86 -0.03 1.24
O -0.94 -0.75 2.21
O -1.55 0.88 0.91
H 1.16 0.05 0.77
H 0.10 0.25 -0.60
H 0.35 -1.39 0.18

Output
- HOMO-LUMO gap: 10.5 eV
- LUMO: -0.556 eV
- Highest occupied orbital energy: -11.016 eV
- ΔE to the lowest compared entry with this formula, charge and spin: 0.0 kcal per mole

---

(3)
The following is a quantum chemistry calculation of a 3-piece molecular cluster, C41H81BrN5O2 overall in a non-equilibrium geometry, from OMol25.

Positions of all 130 atoms, in Å:
C 1.78 -2.14 3.70
C 1.30 -2.82 2.32
O 0.23 -3.49 2.23
O 2.15 -2.62 1.19
C 3.38 -3.42 1.37
C 3.57 -4.38 0.07
C 2.14 -5.10 -0.17
C 2.29 -6.29 -1.28
C 1.08 -7.35 -1.25
N 0.02 -7.11 -2.29
C 0.20 -5.73 -2.82
N -0.67 -4.76 -2.58
C -1.86 -5.13 -1.72
N -2.82 -6.06 -2.39
C -0.55 -3.34 -3.02
C -0.44 -3.12 -4.61
C -0.71 -1.55 -4.98
C 0.06 -0.56 -3.95
C -1.04 0.03 -2.93
C -0.43 0.43 -1.47
C -0.78 2.01 -1.26
C -0.66 2.48 0.27
C 0.11 3.91 0.34
C 1.07 4.07 1.63
C 2.61 4.23 1.09
C 3.43 5.17 2.11
N 4.40 4.44 2.98
C 5.29 3.34 2.67
C 6.21 2.82 3.81
C 5.74 3.79 4.96
C 4.65 4.74 4.38
N 1.41 -5.49 -3.61
C 1.43 -6.32 -4.85
C 2.26 -5.56 -6.01
C 3.73 -6.22 -6.18
Br 5.10 -4.96 -5.50
C 2.62 -5.70 -2.74
H 2.93 -2.16 3.79
H 1.45 -1.03 3.73
H 1.26 -2.70 4.56
H 3.17 -4.14 2.25
H 4.32 -2.79 1.51
H 4.34 -5.21 0.25
H 3.85 -3.73 -0.84
H 1.48 -4.30 -0.69
H 1.62 -5.44 0.79
H 3.24 -6.87 -0.96
H 0.65 -7.34 -0.17
H 1.54 -8.38 -1.49
H 0.04 -7.81 -3.04
H -1.51 -5.66 -0.75
H -2.46 -4.21 -1.37
H -2.90 -6.93 -1.84
H -2.55 -6.26 -3.36
H -1.51 -2.79 -2.68
H 0.31 -2.86 -2.43
H 0.66 -3.30 -4.90
H -1.07 -3.84 -5.24
H -1.83 -1.35 -5.06
H -0.19 -1.39 -6.00
H 0.54 0.31 -4.52
H 0.93 -1.08 -3.40
H -1.93 -0.67 -2.74
H -1.47 0.97 -3.42
H 0.71 0.26 -1.46
H -0.89 -0.20 -0.62
H -0.16 2.62 -2.00
H -1.89 2.12 -1.57
H -1.72 2.67 0.69
H -0.15 1.69 0.95
H -0.69 4.73 0.42
H 0.69 4.05 -0.63
H 1.05 3.09 2.23
H 0.77 4.93 2.33
H 3.08 3.19 1.05
H 2.64 4.69 0.03
H 2.73 5.81 2.77
H 4.07 5.89 1.46
H 5.27 2.96 1.59
H 7.00 2.00 3.83
H 6.15 3.75 6.02
H 4.14 5.55 5.00
H 0.34 -6.41 -5.26
H 1.79 -7.40 -4.70
H 1.71 -5.65 -7.02
H 2.33 -4.44 -5.78
H 3.89 -6.52 -7.27
H 3.77 -7.20 -5.56
H 3.15 -4.67 -2.66
H 3.35 -6.36 -3.35
C -5.25 9.65 0.74
C -4.15 8.92 -0.01
C -3.82 7.55 0.59
C -3.29 7.58 2.02
C -2.02 8.42 2.22
C -0.83 7.90 1.43
H -4.97 9.86 1.77
H -5.46 10.61 0.25
H -6.17 9.07 0.74
H -3.25 9.55 -0.05
H -4.46 8.78 -1.05
H -3.09 7.05 -0.06
H -4.72 6.93 0.57
H -3.08 6.55 2.34
H -4.07 7.96 2.69
H -1.77 8.41 3.29
H -2.21 9.47 1.96
H -0.59 6.87 1.72
H 0.05 8.52 1.63
H -1.02 7.93 0.36
C -1.99 -1.95 1.64
C -2.91 -0.74 1.68
C -2.46 0.31 2.69
C -2.45 -0.15 4.15
C -3.79 -0.67 4.68
C -4.88 0.39 4.67
H -1.96 -2.48 2.60
H -2.33 -2.67 0.89
H -0.97 -1.66 1.38
H -3.93 -1.07 1.89
H -2.93 -0.29 0.68
H -3.11 1.19 2.59
H -1.45 0.65 2.43
H -2.12 0.69 4.78
H -1.69 -0.93 4.28
H -3.64 -1.02 5.71
H -4.12 -1.54 4.10
H -4.59 1.25 5.29
H -5.81 -0.02 5.08
H -5.09 0.75 3.66

Output
- HOMO-LUMO gap: 5.4 eV
- LUMO: -3.602 eV
- Charge: +1
- Highest occupied orbital energy: -8.960 eV